No. 1
CF3IOS | ωB97M-V with the def2-TZVPD basis set

The geometry in XYZ format:
```
7
Properties=species:S:1:pos:R:3:forces:R:3
C -0.312 0.371 -0.446 0.29 -3.28 -0.46
O 1.478 -1.100 1.425 -1.47 -0.59 -2.58
F -1.415 0.301 0.197 -2.33 1.05 1.36
F -0.547 0.641 -1.704 0.08 1.09 -1.15
F 0.500 1.187 0.105 0.98 0.68 0.10
S 0.220 -1.502 -0.536 2.21 0.82 3.10
I -1.373 -2.664 0.800 0.24 0.22 -0.37
```
Positions in Å, forces in eV/Å.

Lowest unoccupied orbital energy (alpha / beta) ... -2.0 / -2.0 eV
Charge ... 0
DFT total energy ... -30167.1540 eV
ΔE to the lowest compared entry with this formula, charge and spin ... 4.884 eV
Maximum force ... 0.0758 hartree/bohr
HOMO (alpha / beta) ... -9.92 / -9.92 eV

***

No. 2
C9H11N2O3 | ωB97M-V with the def2-TZVPD basis set

The geometry in XYZ format:
```
25
Properties=species:S:1:pos:R:3:forces:R:3
C -3.283 -1.148 -0.769 1.57 0.53 0.19
C -3.544 -1.123 0.610 1.63 1.06 -1.80
C -2.164 -0.464 -1.310 1.29 -0.05 1.09
C -2.732 -0.335 1.409 -1.12 -0.77 0.14
C -1.285 0.287 -0.475 -3.04 -1.19 -0.27
C -1.645 0.343 0.892 1.62 1.20 -0.26
C 2.663 -1.280 -1.662 1.51 1.45 0.35
C 1.919 -0.525 -0.601 -0.92 -1.57 0.76
C 2.404 0.547 0.014 1.20 0.05 0.25
N 1.738 1.195 0.963 -2.99 1.20 2.02
N 2.248 2.269 1.544 2.74 -0.73 -2.02
O 3.461 2.574 1.411 0.22 -0.48 -0.22
O 1.535 2.997 2.175 -2.14 0.88 1.50
O -0.965 1.046 1.808 0.53 0.62 0.30
H -3.859 -1.811 -1.349 -0.59 -0.60 -0.92
H -4.278 -1.797 0.945 -1.03 -0.35 0.83
H -1.660 -0.586 -2.295 -1.50 -0.15 0.26
H -2.954 -0.229 2.464 0.29 -0.03 0.04
H -0.534 0.803 -1.033 0.78 0.36 0.73
H 1.978 -1.281 -2.460 -0.67 -1.20 -1.48
H 3.504 -0.680 -2.064 -0.34 0.22 0.32
H 3.209 -2.201 -1.419 -0.98 -0.33 0.10
H -0.048 1.373 1.547 -0.55 -0.73 -0.33
H 0.908 -0.942 -0.246 1.68 0.69 -0.68
H 3.383 0.966 -0.099 0.81 -0.10 -0.89
```
Positions in Å, forces in eV/Å.

Lowest unoccupied orbital energy ... 3.4 eV
Charge ... -1
DFT total energy ... -18631.2975 eV
ΔE to the lowest compared entry with this formula, charge and spin ... 4.063 eV
Maximum force ... 0.0739 hartree/bohr
HOMO ... -3.95 eV

***

No. 3
C78H62N2O26 | ωB97M-V with the def2-TZVPD basis set

The geometry in XYZ format:
```
168
Properties=species:S:1:pos:R:3:forces:R:3
C 6.370 2.243 -2.241 0.01 1.43 1.07
C 5.678 1.108 -1.562 -0.68 -1.75 0.53
O 6.283 0.374 -0.769 -0.65 0.69 -0.83
N 4.365 0.835 -1.939 2.30 0.63 0.86
C 3.665 1.705 -2.812 -1.53 0.26 -0.75
H 7.353 2.386 -1.799 0.20 -0.55 -0.21
H 5.929 3.248 -2.091 -0.45 -0.63 -0.17
H 6.413 2.053 -3.289 0.22 -0.04 -0.84
H 3.956 -0.037 -1.647 0.02 -0.19 0.13
H 3.481 2.709 -2.383 0.14 -0.43 -0.22
H 2.684 1.250 -3.022 0.16 0.30 0.18
H 4.140 1.790 -3.791 0.19 0.23 0.00
C -1.635 4.244 -3.035 0.50 0.41 -0.34
C -2.527 5.166 -2.255 2.62 1.23 1.76
O -1.980 5.981 -1.442 -2.08 -1.68 -1.76
N -3.840 5.017 -2.417 -0.67 -0.02 0.01
C -4.530 4.152 -3.401 0.95 0.68 1.11
H -1.809 4.346 -4.110 -0.14 -0.34 0.09
H -1.786 3.209 -2.708 0.13 0.13 -0.29
H -0.602 4.576 -2.876 -0.30 -0.32 0.22
H -4.382 5.605 -1.815 -0.34 0.20 0.15
H -3.813 3.993 -4.189 -0.22 -0.26 -0.46
H -5.379 4.728 -3.746 -0.29 -0.31 -0.23
H -4.792 3.186 -2.955 -0.17 0.21 -0.20
C 2.414 -4.597 -4.994 -0.17 -1.10 -0.44
C 1.695 -3.772 -4.289 -1.71 0.94 0.76
C 1.994 -2.333 -4.272 -0.13 0.75 0.37
O 1.165 -1.519 -3.898 0.12 -0.14 0.08
C 3.247 -1.840 -4.875 -0.43 -0.11 -0.11
C 3.971 -2.695 -5.589 -0.28 1.55 -0.10
C 3.556 -4.077 -5.717 0.97 -1.55 -0.73
O 4.138 -4.822 -6.480 0.37 -0.03 -0.36
H 2.100 -5.628 -5.193 0.40 0.37 0.17
H 0.721 -4.036 -3.893 0.12 -0.10 0.33
H 3.349 -0.755 -4.879 0.32 -0.28 0.12
H 4.717 -2.324 -6.266 0.58 -0.24 -0.01
C 1.913 1.037 7.862 -2.59 -0.73 0.80
C 0.798 0.361 8.240 1.21 0.85 -1.45
C -0.234 -0.059 7.240 0.35 -0.70 -0.35
O -1.032 -0.927 7.517 -0.42 0.02 0.33
C -0.133 0.448 5.840 0.15 -0.11 1.83
C 0.953 1.114 5.511 0.08 0.69 -0.61
C 1.988 1.555 6.495 -0.21 -0.36 -0.47
O 2.812 2.376 6.186 0.64 0.57 -0.33
H 2.537 1.394 8.648 0.94 0.16 0.02
H 0.678 0.083 9.257 -0.37 -0.37 0.70
H -0.949 0.250 5.182 -0.33 -0.28 -0.45
H 0.986 1.507 4.508 0.58 0.18 -0.12
C -0.872 0.513 1.164 1.40 -1.17 -0.07
C -0.792 1.175 0.028 -1.88 0.84 -0.17
C 0.128 0.745 -0.990 1.27 0.41 -2.73
O 0.147 1.267 -2.110 -0.54 0.22 0.70
C 1.107 -0.343 -0.832 -0.10 0.16 0.12
C 1.140 -1.004 0.302 -0.25 -0.20 1.27
C 0.248 -0.481 1.393 -0.70 0.63 -1.27
O 0.497 -0.715 2.529 0.72 -1.10 2.58
H -1.529 0.644 2.010 -0.13 0.25 -0.12
H -1.522 1.949 -0.244 0.47 -0.15 0.10
H 1.768 -0.514 -1.661 -0.07 -0.13 -0.23
H 1.834 -1.808 0.592 -0.30 0.55 -0.23
C 2.934 -5.620 5.340 -0.18 0.96 1.29
C 3.047 -5.200 4.100 0.60 -1.73 0.09
C 2.313 -4.063 3.631 -0.34 0.34 -1.16
O 2.459 -3.747 2.469 0.02 0.64 -1.08
C 1.346 -3.355 4.457 -0.66 0.72 -0.64
C 1.234 -3.687 5.720 0.64 -0.79 1.27
C 2.046 -4.826 6.246 -0.27 -0.80 0.12
O 1.844 -5.217 7.374 0.14 0.12 0.39
H 3.469 -6.440 5.803 -0.16 -0.12 -0.21
H 3.578 -5.800 3.375 0.36 0.37 -0.25
H 0.738 -2.623 3.922 0.27 0.03 0.35
H 0.600 -3.300 6.501 -0.40 0.43 -0.24
C -4.130 -2.928 -3.254 0.33 -1.05 0.22
C -4.608 -1.873 -2.635 0.30 1.27 0.32
C -3.779 -0.653 -2.508 0.36 1.38 0.09
O -4.220 0.358 -1.976 -0.26 -0.47 0.10
C -2.393 -0.614 -3.036 -0.44 0.66 0.19
C -1.912 -1.679 -3.645 -0.46 -0.70 0.34
C -2.720 -2.933 -3.743 0.03 1.01 -0.01
O -2.206 -3.917 -4.200 0.18 -1.10 -0.28
H -4.669 -3.871 -3.268 0.06 0.08 -0.34
H -5.561 -1.747 -2.160 -0.47 -0.40 0.02
H -1.830 0.327 -2.928 -0.45 -0.56 0.08
H -0.900 -1.728 -3.969 0.55 -0.12 -0.43
C -3.008 -4.801 -0.192 0.89 0.19 -0.96
C -1.982 -5.142 -0.985 -0.35 0.93 0.51
C -0.675 -4.540 -0.618 0.61 0.08 0.78
O 0.314 -4.866 -1.231 0.35 0.05 -0.45
C -0.503 -3.631 0.619 0.35 -0.64 -1.90
C -1.568 -3.272 1.300 0.60 0.42 0.80
C -2.851 -3.722 0.828 -1.10 -1.52 0.30
O -3.872 -3.322 1.325 -1.12 0.84 0.47
H -4.020 -5.145 -0.310 -0.24 -0.12 -0.06
H -2.005 -5.733 -1.909 -0.06 0.00 0.64
H 0.508 -3.268 0.788 -0.22 -0.55 0.22
H -1.537 -2.689 2.222 -0.13 0.11 -0.36
C 3.348 -4.334 -0.746 -0.29 -1.22 0.62
C 3.903 -5.153 0.161 -0.30 1.45 -0.89
C 5.076 -4.629 0.844 0.63 -2.11 2.26
O 5.597 -5.369 1.684 -0.02 0.65 -0.52
C 5.553 -3.272 0.680 1.73 -1.15 1.73
C 5.028 -2.495 -0.190 -1.47 2.45 -2.48
C 3.861 -2.973 -0.952 0.61 -0.98 0.98
O 3.223 -2.224 -1.641 -0.74 1.43 -1.42
H 2.399 -4.546 -1.210 0.02 -0.07 -0.27
H 3.540 -6.087 0.569 -0.15 -0.07 -0.49
H 6.361 -2.971 1.325 0.17 0.02 0.15
H 5.308 -1.449 -0.389 0.16 -0.55 0.29
C 5.710 1.588 1.670 1.66 0.69 0.01
C 5.056 2.658 1.252 -0.57 0.16 0.67
C 3.596 2.597 1.393 0.75 -0.13 -1.05
O 2.936 3.497 0.952 -1.20 1.68 -0.40
C 2.906 1.402 1.839 0.32 -1.45 0.74
C 3.559 0.301 2.262 -0.85 2.23 -0.33
C 5.028 0.399 2.167 0.19 -3.06 -0.06
O 5.663 -0.647 2.310 -0.01 1.01 0.29
H 6.801 1.497 1.616 -0.50 -0.06 0.01
H 5.421 3.597 0.828 0.24 -0.52 0.19
H 1.848 1.509 1.715 -0.50 -0.16 0.32
H 3.014 -0.572 2.605 0.50 -0.16 -0.07
C 1.852 6.356 2.757 -0.97 -1.76 0.77
C 1.538 5.170 3.314 1.29 0.76 0.47
C 0.529 4.317 2.695 -0.46 -2.58 1.37
O 0.197 3.278 3.295 0.38 0.98 -0.64
C -0.087 4.622 1.423 -0.09 -0.91 0.32
C 0.151 5.774 0.857 1.44 1.57 0.33
C 1.285 6.669 1.444 -1.54 -1.25 -0.97
O 1.806 7.472 0.728 0.45 1.16 -0.61
H 2.547 7.021 3.200 0.69 0.59 0.12
H 2.078 4.735 4.198 -0.84 0.62 -0.81
H -0.672 3.817 0.996 -0.32 0.26 0.05
H -0.301 6.017 -0.081 -0.01 0.51 -0.45
C -6.576 3.223 0.389 -0.28 -0.15 -0.02
C -5.311 2.794 0.267 -1.42 0.36 0.29
C -4.492 2.931 1.495 0.45 -0.45 -1.94
O -3.303 2.785 1.431 2.07 -0.58 -0.30
C -5.018 3.335 2.755 -0.54 0.01 2.06
C -6.258 3.773 2.872 -0.25 0.28 0.46
C -7.143 3.611 1.743 -1.12 -0.07 -1.95
O -8.351 3.698 1.853 0.36 0.18 0.13
H -7.325 3.224 -0.421 0.50 -0.09 0.45
H -4.923 2.343 -0.656 0.19 0.38 0.56
H -4.331 3.210 3.594 -0.08 0.44 -0.25
H -6.738 4.203 3.737 0.21 -0.20 0.39
C -4.624 -0.215 1.536 0.25 -0.54 0.02
C -5.895 -0.172 1.198 -0.13 0.02 0.56
C -6.903 -0.335 2.257 -1.19 -0.13 0.36
O -8.000 0.169 2.086 0.32 -0.50 0.40
C -6.523 -0.993 3.580 -0.80 1.10 0.20
C -5.248 -0.979 3.939 0.48 -0.13 -0.92
C -4.224 -0.659 2.893 1.11 -0.06 0.39
O -3.034 -0.786 3.140 -0.33 0.09 0.14
H -3.858 -0.008 0.805 0.34 0.02 0.14
H -6.233 0.144 0.232 -0.22 0.00 -0.34
H -7.301 -1.170 4.345 0.24 -0.01 -0.86
H -4.888 -1.242 4.926 0.06 -0.05 -0.10
C -2.500 0.899 -7.222 0.62 0.40 0.23
C -1.620 0.405 -8.077 -1.05 -0.29 -0.69
C -0.266 0.171 -7.654 3.70 -0.42 -0.15
O 0.562 -0.285 -8.438 -0.73 0.08 0.13
C 0.244 0.504 -6.277 -1.61 0.51 0.63
C -0.657 0.949 -5.381 0.81 -0.21 -0.92
C -2.012 1.322 -5.870 -0.42 -0.49 0.25
O -2.738 1.995 -5.179 -0.50 0.42 0.49
H -3.510 1.138 -7.515 -0.19 0.03 0.26
H -1.853 0.139 -9.116 0.12 0.10 0.50
H 1.290 0.418 -5.971 -0.38 -0.42 -0.63
H -0.361 1.126 -4.349 -0.33 0.27 -0.16
```
Positions in Å, forces in eV/Å.

Lowest unoccupied orbital energy ... -1.9 eV
Charge ... 0
DFT total energy ... -138091.9999 eV
Maximum force ... 0.0736 hartree/bohr
HOMO ... -9.46 eV

***

> Which of these has the lowest charge?

C9H11N2O3

***

> maximum force of number 3 (C78H62N2O26)?

0.0736 hartree/bohr

***

> What is the charge in the second record?

-1